No. 1
C33H28BrIrN7O4S2 | ωB97M-V/def2-TZVPD

Computed properties:
Charge   +1
LUMO   -2.32 eV
Energy relative to the best compared isomer or geometry (same formula, charge and spin)   5.2 kcal per mole
E_tot   -5433.291518 Eh
E_HOMO   -10.22 eV
Kohn-Sham gap   7.90 eV
Spin multiplicity   1

Each line ends with the Löwdin charge.
CARTESIAN COORDINATES (ANGSTROEM)
1 H 6.560 1.369 1.246  0.10
2 C -2.943 -1.265 0.294  -0.87
3 C -1.945 -0.238 6.334  -0.08
4 C 2.588 -5.006 1.937  -0.06
5 C 6.277 2.916 -0.216  -0.07
6 S -4.224 -1.751 1.390  0.98
7 Br 4.288 -0.388 1.231  0.84
8 H 5.738 4.305 -1.762  0.11
9 C 0.223 0.807 6.198  -0.01
10 H -0.830 0.488 8.022  0.11
11 H 1.140 -4.353 -2.008  0.18
12 N -1.859 -0.772 0.775  -0.21
13 H -6.366 -2.012 0.366  0.08
14 C -1.376 1.704 -1.746  -0.26
15 C 4.682 1.183 0.244  -0.58
16 C -5.367 -2.350 0.098  -0.50
17 H 3.594 3.166 -2.258  0.12
18 H -1.480 5.163 2.550  0.11
19 C 1.759 -2.730 2.130  -0.02
20 O 2.142 1.021 -2.256  0.03
21 C 5.447 3.425 -1.203  -0.06
22 H -5.367 -2.336 -2.078  0.09
23 N 0.778 -1.901 -0.046  0.02
24 C -2.330 5.430 0.594  -0.07
25 C -1.633 4.710 1.581  -0.06
26 H 3.071 -5.849 2.413  0.11
27 C 0.071 -1.714 -2.404  -0.08
28 H -0.767 0.894 -3.637  0.14
29 H -5.337 -3.438 0.100  0.08
30 O 0.085 0.300 2.024  -0.21
31 C -1.950 -0.393 4.966  -0.02
32 H -0.594 2.880 2.081  0.11
33 H 2.701 -3.798 3.713  0.11
34 N -0.971 1.711 -0.494  0.02
35 C -0.847 0.366 6.947  -0.07
36 H -2.786 -0.858 4.462  0.11
37 C -1.138 3.447 1.337  0.02
38 H -0.901 -2.135 -2.656  0.08
39 C 1.602 -3.990 0.057  -0.16
40 H -5.260 -0.728 -1.323  0.08
41 C 4.242 2.799 -1.472  -0.02
42 H -3.082 5.477 -1.422  0.12
43 H -2.436 3.069 -2.942  0.18
44 C -0.921 -0.129 2.721  -0.41
45 N 1.136 -3.717 -1.228  0.19
46 H -2.703 6.417 0.830  0.11
47 C 0.225 0.654 4.813  -0.26
48 C -2.545 4.918 -0.669  -0.01
49 H 0.721 -1.814 -3.277  0.14
50 N -0.061 -0.291 -2.015  -0.18
51 C -1.104 0.540 -2.660  -0.09
52 C 2.206 -5.112 0.616  0.00
53 O 1.313 1.112 4.155  0.07
54 C -2.036 3.647 -0.913  -0.17
55 Ir -0.047 -0.035 0.034  1.44
56 H 1.587 -1.817 2.685  0.11
57 H 1.197 0.942 3.205  0.07
58 H 1.081 1.274 6.664  0.12
59 O 1.764 0.811 -0.052  -0.18
60 C 3.832 1.688 -0.741  -0.16
61 H -2.019 -0.035 -2.795  0.07
62 H -2.783 -0.580 6.925  0.10
63 C -4.960 -1.771 -1.242  -0.49
64 C 1.376 -2.833 0.795  -0.19
65 C 2.485 1.120 -1.064  -0.54
66 C 5.904 1.786 0.495  -0.12
67 S -3.153 -1.842 -1.346  0.96
68 C 0.657 -2.459 -1.232  -0.26
69 C -1.358 2.924 0.065  -0.17
70 N -1.952 -0.697 2.172  0.02
71 C -0.874 0.045 4.185  -0.08
72 H 2.360 -6.023 0.055  0.12
73 H 0.857 0.197 -2.230  0.05
74 H 7.224 3.393 -0.001  0.11
75 C 2.374 -3.833 2.683  -0.06
76 N -2.025 2.843 -2.053  0.19

No. 2
C6H8N2 | ωB97M-V/def2-TZVPD

Computed properties:
LUMO   0.79 eV
Energy relative to the best compared isomer or geometry (same formula, charge and spin)   66.2 kcal per mole
SMILES   C#C/C(N)=C(\C)N=C
E_tot   -342.828415 Eh
E_HOMO   -7.79 eV
Kohn-Sham gap   8.58 eV
Spin multiplicity   1

Each line ends with the Löwdin charge.
CARTESIAN COORDINATES (ANGSTROEM)
1 H -0.651 2.545 -0.471  0.09
2 N 0.047 1.883 -0.161  0.09
3 H 0.367 -2.603 -0.543  0.08
4 H -4.126 0.398 0.017  0.02
5 C 0.318 -0.557 0.006  -0.30
6 H -0.186 -2.313 1.104  0.08
7 H 3.584 0.225 -0.065  0.06
8 H 0.925 1.973 -0.656  0.08
9 N 1.730 -0.534 -0.202  0.03
10 C 2.545 0.327 0.226  -0.06
11 H 2.307 1.153 0.901  0.08
12 C -1.873 0.411 0.044  -0.08
13 C -3.076 0.424 0.006  0.13
14 H -1.271 -1.967 -0.250  0.06
15 C -0.236 -1.945 0.079  -0.05
16 C -0.403 0.579 -0.037  -0.31

No. 3
C8H11NO4 | ωB97M-V/def2-TZVPD

Computed properties:
LUMO   0.59 eV
Energy relative to the best compared isomer or geometry (same formula, charge and spin)   70.4 kcal per mole
E_tot   -667.037784 Eh
E_HOMO   -8.18 eV
Kohn-Sham gap   8.77 eV
Spin multiplicity   1

Each line ends with the Löwdin charge.
CARTESIAN COORDINATES (ANGSTROEM)
1 C -0.252 1.102 -1.007  -0.41
2 H 3.102 -1.944 0.645  0.13
3 O -1.084 1.856 -1.441  0.10
4 H -2.971 0.343 -0.268  0.07
5 O -1.046 1.086 2.312  0.09
6 C 1.907 0.041 -1.572  -0.15
7 H 1.662 -1.015 -3.375  0.13
8 H 0.561 0.131 0.641  0.16
9 H -0.838 -1.778 0.779  0.11
10 O 2.278 -1.501 0.412  0.09
11 N 0.952 1.051 -1.638  0.16
12 H -0.271 -1.699 -0.964  0.08
13 C -0.465 0.185 0.169  -0.26
14 H -1.836 -1.256 -0.596  0.08
15 H -3.636 1.001 1.330  0.08
16 C -0.830 -1.231 -0.167  -0.03
17 C 2.281 -1.044 -0.871  -0.34
18 H 1.145 1.600 -2.363  0.10
19 H 3.275 -0.194 -3.320  0.10
20 C 2.512 -0.656 -2.803  -0.03
21 C -2.740 0.651 0.765  0.07
22 H -1.746 1.417 2.835  0.09
23 C -1.442 0.638 1.110  -0.42
24 O 2.971 -1.762 -1.887  -0.01

No. 4
C37H59GeN3O3P2PrS2 | ωB97M-V/def2-TZVPD

Computed properties:
Charge   +2
LUMO (spin up / spin down)   -5.99 / -9.41 eV
E_tot   -5907.884215 Eh
E_HOMO (spin up / spin down)   -13.16 / -13.15 eV
Kohn-Sham gap (spin up / spin down)   7.17 / 3.74 eV
Spin multiplicity   4

Each line ends with the Löwdin charge.
CARTESIAN COORDINATES (ANGSTROEM)
1 H -0.489 -5.044 -1.989  0.11
2 C -6.213 -0.861 -2.779  -0.01
3 H 1.245 1.450 -3.200  0.04
4 C -5.220 1.057 -4.530  -0.02
5 H -0.346 -2.262 5.534  0.09
6 H -2.142 3.512 -3.751  0.05
7 C -2.265 3.593 -0.859  -0.08
8 H 2.556 -3.852 3.817  0.09
9 H -1.281 -3.390 4.631  0.08
10 H -0.386 3.596 -3.879  0.08
11 H -0.445 3.922 2.424  0.11
12 C 0.598 -2.982 3.643  -0.63
13 H -0.267 -3.235 1.698  0.04
14 C -0.662 -2.602 -3.141  -0.11
15 C -2.452 0.531 -2.320  -0.43
16 N -4.101 -1.092 -1.716  0.14
17 H 0.609 3.339 -0.346  0.03
18 P -0.840 1.239 -1.760  1.02
19 H 0.091 4.891 -0.952  0.10
20 H 2.089 -2.899 5.276  0.08
21 N -3.142 1.133 -3.282  0.17
22 H -1.452 1.010 4.831  0.09
23 H 4.211 -0.020 5.166  0.09
24 C 0.090 -3.887 2.510  -0.02
25 H 0.369 -2.269 -2.916  0.06
26 H -0.203 2.265 5.143  0.08
27 C -2.847 -2.394 0.577  -0.23
28 H -1.326 4.921 -3.123  0.10
29 H -7.168 1.233 -5.336  0.12
30 H -1.247 -1.822 -3.644  0.08
31 H -2.386 4.664 -0.898  0.08
32 C 3.885 2.011 -1.385  0.01
33 H 0.451 -0.117 -3.248  0.00
34 H 3.897 1.732 4.819  0.09
35 C 0.142 3.020 2.615  -0.02
36 H -1.901 2.726 4.592  0.12
37 Pr 1.261 -0.353 0.930  0.99
38 C 4.449 0.856 4.505  -0.06
39 H 1.412 -4.488 5.026  0.11
40 H 0.303 -3.908 -0.943  0.01
41 H -0.573 -3.413 -3.905  0.11
42 C 4.208 0.448 3.048  -0.66
43 H -2.903 -3.515 0.499  0.07
44 C -1.055 1.993 4.494  -0.05
45 C -1.085 3.185 -1.806  -0.63
46 H 0.906 -4.530 2.126  0.09
47 H 4.148 2.435 2.304  0.09
48 C 0.232 3.827 -1.246  -0.11
49 N 3.033 -0.201 -0.708  -0.12
50 C 3.108 -1.484 -1.107  -0.99
51 H -2.583 2.449 2.236  0.08
52 O 1.136 -1.758 3.032  -0.51
53 H -2.665 -4.707 -2.922  0.10
54 H 5.520 1.014 4.597  0.10
55 C 3.676 0.637 -1.629  -0.27
56 C -1.484 -3.132 -1.960  -0.70
57 O 2.784 0.301 2.775  -0.46
58 P -1.675 -1.721 -0.706  1.02
59 C -0.677 1.813 3.015  -0.66
60 H -6.564 -1.559 -2.006  0.13
61 H 5.769 1.792 2.245  0.09
62 C -1.264 3.818 -3.232  -0.09
63 C -7.071 -0.216 -3.658  -0.03
64 H -3.252 -3.117 -3.394  0.08
65 H -2.478 -2.041 1.517  0.00
66 C -4.877 -0.496 -2.712  -0.21
67 H 4.915 3.747 -2.040  0.13
68 H 4.551 -1.696 3.493  0.10
69 C 4.949 -0.888 2.855  -0.01
70 H -1.180 -4.681 -0.399  0.08
71 H 3.482 2.419 -0.477  0.11
72 H -3.587 -3.730 -1.773  0.07
73 C -6.547 0.725 -4.588  -0.04
74 H 5.712 2.644 -4.202  0.12
75 H 0.893 3.302 3.343  0.09
76 C -2.832 -3.677 -2.553  -0.07
77 C 4.618 2.740 -2.301  -0.01
78 H -0.271 1.278 -4.103  0.04
79 O 0.172 0.665 2.795  -0.50
80 H 1.020 3.837 -1.999  0.06
81 H 5.983 -0.730 3.100  0.09
82 C 5.114 2.129 -3.484  0.04
83 C 0.268 0.960 -3.231  -0.24
84 C -4.405 0.562 -3.508  -0.19
85 C -1.965 1.595 2.192  -0.01
86 H -2.178 3.349 0.191  0.04
87 H 4.626 1.279 1.103  0.05
88 H -3.839 -1.998 0.418  0.03
89 C -0.630 -2.552 4.511  -0.04
90 H 0.666 2.788 1.698  0.05
91 H -8.114 -0.486 -3.681  0.11
92 H -3.252 3.311 -1.235  0.08
93 H -4.813 1.913 -5.081  0.13
94 H -0.743 -4.537 2.830  0.10
95 C 4.232 0.011 -2.753  -0.45
96 C 1.719 -3.578 4.482  -0.03
97 S 3.739 -1.662 -2.792  1.12
98 H 4.824 -1.175 1.798  0.08
99 S 2.520 -2.754 -0.124  0.83
100 C -2.860 -0.638 -1.667  -0.43
101 H -1.221 -1.766 4.051  0.07
102 H -1.710 1.416 1.164  0.03
103 C 4.743 1.550 2.138  -0.01
104 C -0.695 -4.223 -1.264  -0.12
105 H -2.537 0.730 2.562  0.10
106 H 5.189 0.268 -4.625  0.12
107 Ge 1.411 -0.235 4.257  1.25
108 C 4.846 0.742 -3.733  -0.03

No. 5
C3H3FO2 | ωB97M-V/def2-TZVPD

Computed properties:
LUMO   0.64 eV
Energy relative to the best compared isomer or geometry (same formula, charge and spin)   87.5 kcal per mole
E_tot   -366.308672 Eh
E_HOMO   -9.76 eV
Kohn-Sham gap   10.40 eV
Spin multiplicity   1

Each line ends with the Löwdin charge.
CARTESIAN COORDINATES (ANGSTROEM)
1 C 1.523 0.484 -0.649  -0.10
2 C -1.873 -0.256 0.572  -0.29
3 F -2.340 -0.860 -0.612  0.00
4 H 2.448 0.392 -1.217  0.09
5 O -1.365 -0.889 1.436  0.10
6 H -1.944 0.889 0.555  0.16
7 C 1.048 -0.858 -0.134  0.00
8 O 1.708 -0.129 0.714  -0.03
9 H 0.796 1.228 -0.665  0.06

No. 6
C31H28BFIrN14O5 | ωB97M-V/def2-TZVPD

Computed properties:
Charge   +3
LUMO   -9.75 eV
E_tot   -2569.271356 Eh
E_HOMO   -15.48 eV
Kohn-Sham gap   5.72 eV
Spin multiplicity   1

Each line ends with the Löwdin charge.
CARTESIAN COORDINATES (ANGSTROEM)
1 N 2.151 -1.454 6.213  0.23
2 C -5.165 0.643 0.269  0.02
3 N 1.355 0.776 -2.339  0.08
4 H 5.307 3.425 0.443  0.12
5 H -6.023 -0.751 -1.087  0.12
6 F -3.411 -7.585 2.181  0.21
7 H -0.124 -1.169 -0.270  0.09
8 C 3.164 3.605 -4.330  -0.10
9 C 0.032 3.881 -3.540  0.00
10 C -5.119 -0.241 -0.785  -0.04
11 H 0.249 -3.371 2.092  0.12
12 H -2.293 -5.621 3.460  0.17
13 Ir 0.297 2.007 0.114  1.45
14 C 1.406 -0.366 -3.029  0.01
15 H 4.365 4.024 -6.120  0.11
16 C 0.803 -1.371 -2.284  0.00
17 H 3.985 1.343 -6.514  0.12
18 N -1.766 1.805 0.520  -0.06
19 H -1.998 4.118 -1.009  0.11
20 H 2.148 -0.299 0.750  0.12
21 C -2.768 1.018 -0.065  -0.22
22 C 0.387 -0.756 -1.120  -0.15
23 H -1.897 3.277 2.063  0.14
24 H -6.081 0.836 0.810  0.13
25 H -1.838 -0.039 -1.712  0.09
26 C -2.028 -5.774 2.424  0.08
27 H -1.802 5.112 -3.534  0.12
28 H -0.836 -3.769 3.554  0.13
29 N -0.192 3.136 -1.491  -0.13
30 C -3.970 1.280 0.595  -0.18
31 C -2.740 0.136 -1.148  -0.01
32 H 2.978 2.930 1.782  0.12
33 C 3.799 3.342 -5.510  -0.03
34 O -2.532 -7.914 -0.387  0.24
35 H -3.945 -1.154 -2.336  0.12
36 N 0.589 3.114 -2.591  0.04
37 C -1.233 3.940 -1.745  -0.09
38 H -0.964 -6.175 -1.202  0.20
39 O -3.113 -2.646 1.768  0.25
40 H 2.622 -1.809 2.643  0.14
41 H 4.670 2.978 -2.172  0.14
42 H -4.325 2.685 2.175  0.19
43 C -0.621 -3.873 2.495  0.17
44 N 0.726 0.540 -1.155  -0.11
45 O -1.321 -1.165 1.751  0.18
46 N 2.754 2.575 -1.385  0.04
47 C 4.357 3.131 0.036  0.00
48 C -0.697 -4.993 0.403  -0.38
49 C -2.368 2.520 1.455  -0.15
50 H 0.494 3.985 -4.508  0.14
51 H 2.697 -0.615 6.322  0.13
52 H 3.046 4.531 -3.789  0.13
53 N 2.933 1.411 -4.724  0.07
54 C -2.535 -6.762 1.691  -0.15
55 C 1.407 -0.678 4.020  -0.11
56 N -3.672 2.242 1.546  0.17
57 C -2.137 -7.017 0.277  -0.32
58 C 3.177 2.886 0.724  -0.10
59 H 1.880 -0.375 -3.997  0.12
60 C 1.983 -0.947 2.784  0.03
61 N 2.628 2.431 -3.877  -0.03
62 O -0.004 -4.136 -0.050  0.16
63 N -1.070 -4.902 1.861  0.05
64 C 3.616 1.956 -5.708  -0.11
65 C -1.128 4.439 -3.034  0.00
66 H 0.181 0.737 5.098  0.14
67 C 0.639 0.469 4.156  0.04
68 H 0.694 -2.406 -2.553  0.11
69 C 1.471 -1.728 5.103  -0.49
70 C 1.718 -0.110 1.722  -0.10
71 B 1.867 2.225 -2.620  -0.63
72 C -2.226 -1.903 1.753  -0.41
73 N -1.232 -6.050 -0.230  0.25
74 C 4.048 2.912 -1.296  0.00
75 H 2.214 -2.158 6.936  0.14
76 O 0.861 -2.767 4.889  0.06
77 N 2.221 2.546 -0.150  -0.14
78 C -3.925 -0.481 -1.490  -0.05
79 N 0.914 0.961 1.832  -0.11
80 H -0.158 2.166 3.128  0.11
81 C 0.427 1.260 3.044  -0.10

Q: Which of these has the lowest E_tot?
A: C37H59GeN3O3P2PrS2

Q: Which value of E_tot does entry 3 give?
A: -667.037784 Eh